Here is a molecular structure, C24H42F6N4O3ScSe2 in a non-equilibrium geometry from OMol25. Energies are from ωB97M-V/def2-TZVPD.

Element x y z (Å)
Sc (0.2053, -0.0624, -0.3105)
N (0.9276, -4.0104, 1.6868)
C (-0.1088, -2.9680, 1.9274)
C (0.0729, -2.3514, 3.3049)
C (-0.8556, -1.1369, 3.4109)
N (-0.4103, -0.1098, 2.4655)
C (-2.3036, -1.5544, 3.1274)
C (-2.4617, -2.2712, 1.7824)
N (-2.1443, -1.3586, 0.6801)
C (-1.5233, -3.4863, 1.7376)
H (1.8421, -3.5230, 1.6361)
H (0.7749, -4.4517, 0.7754)
H (0.9394, -4.7289, 2.4176)
H (0.0570, -2.1870, 1.1703)
H (1.1090, -2.0209, 3.4248)
H (-0.1647, -3.0684, 4.0939)
H (-0.8035, -0.7664, 4.4473)
H (0.5636, 0.1168, 2.6835)
H (-0.9373, 0.7417, 2.6529)
H (-2.9545, -0.6801, 3.1585)
H (-2.6229, -2.2313, 3.9200)
H (-3.5012, -2.6341, 1.7080)
H (-2.8121, -0.5882, 0.6898)
H (-2.2751, -1.8443, -0.2058)
H (-1.6250, -3.9745, 0.7673)
H (-1.8093, -4.1921, 2.5202)
O (3.0155, 2.1367, -2.4238)
C (3.1346, 1.0714, -1.5138)
C (3.7602, 1.5238, -0.1921)
C (5.1749, 2.1001, -0.4993)
O (5.1513, 3.3549, -1.1057)
C (3.9960, 0.3208, 0.7150)
Se (2.4920, -0.9598, 0.9918)
C (2.9741, 2.6434, 0.4757)
Se (1.0266, 2.3910, 0.6532)
H (2.7299, 1.7844, -3.2743)
H (3.7537, 0.2665, -1.9348)
H (2.1121, 0.6451, -1.3043)
H (5.7091, 1.3709, -1.1276)
H (5.7364, 2.2086, 0.4328)
H (4.5435, 3.3060, -1.8596)
H (4.2591, 0.6471, 1.7221)
H (4.8022, -0.2941, 0.3104)
H (3.0772, 3.5718, -0.0874)
H (3.3242, 2.8036, 1.4954)
C (-0.1534, -3.8412, -2.6053)
C (0.6734, -2.5928, -2.2400)
O (0.1925, -1.8601, -1.2095)
C (0.7854, -1.7073, -3.5108)
F (-0.3509, -1.6422, -4.2035)
F (1.7268, -2.0790, -4.3740)
F (1.0757, -0.4262, -3.1474)
C (2.1264, -3.0534, -1.9267)
F (2.1468, -3.6776, -0.7275)
F (2.6210, -3.9336, -2.7963)
F (2.9716, -2.0287, -1.8549)
H (-1.1989, -3.5591, -2.7027)
H (-0.0572, -4.5987, -1.8309)
H (0.2008, -4.2509, -3.5486)
C (-1.5408, 4.5831, 1.7349)
N (-1.8204, 3.8763, 0.4789)
C (-2.5462, 4.7378, -0.4588)
C (-2.5161, 2.5840, 0.7544)
C (-2.7662, 1.7741, -0.4962)
C (-4.0371, 1.8887, -1.0578)
C (-4.3586, 1.2243, -2.2238)
C (-3.3725, 0.4914, -2.8578)
C (-2.1168, 0.3825, -2.2822)
C (-1.7418, 0.9651, -1.0512)
H (-1.1079, 5.5583, 1.5259)
H (-0.8189, 4.0148, 2.3230)
H (-2.4658, 4.7127, 2.2954)
H (-0.8948, 3.6151, 0.0701)
H (-3.4619, 5.0972, 0.0104)
H (-2.7989, 4.1840, -1.3614)
H (-1.9276, 5.5910, -0.7288)
H (-3.4573, 2.8208, 1.2594)
H (-1.8611, 2.0290, 1.4291)
H (-4.7899, 2.4926, -0.5679)
H (-5.3537, 1.2810, -2.6335)
H (-3.5682, 0.0024, -3.8021)
H (-1.3905, -0.2042, -2.8291)

Properties
Max |F|, hartree/bohr: 0.029
Lowest unoccupied orbital energy, eV: -2.341
HOMO, eV: -9.37
Net charge: +1
E, eV: -205368.169